{
  "formula": "C37H26N7ReS2",
  "method": "the ωB97M-V functional and the def2-TZVPD basis",
  "elements": ["Re", "C", "C", "C", "C", "N", "C", "N", "C", "N", "C", "N", "C", "C", "C", "C", "C", "N", "C", "C", "C", "C", "C", "C", "H", "H", "H", "H", "H", "H", "H", "H", "H", "H", "H", "H", "S", "C", "N", "C", "C", "C", "C", "C", "C", "S", "H", "H", "H", "H", "C", "C", "C", "C", "C", "C", "N", "C", "C", "C", "C", "C", "C", "H", "H", "H", "H", "H", "H", "H", "H", "H", "H"],
  "coordinates": [[0.309, 0.025, -0.197], [3.830, -1.365, -2.365], [4.301, -2.344, -1.498], [3.448, -2.869, -0.556], [2.143, -2.399, -0.445], [1.728, -1.344, -1.196], [2.558, -0.895, -2.174], [1.304, -3.149, 0.401], [0.084, -2.856, 0.615], [-0.571, -1.667, 0.276], [-1.944, -1.807, 0.489], [-2.875, -1.035, 0.080], [-2.642, -0.027, -0.853], [-3.747, 0.688, -1.308], [-3.619, 1.556, -2.364], [-2.382, 1.690, -3.004], [-1.317, 1.017, -2.486], [-1.418, 0.216, -1.390], [-2.146, -3.099, 1.184], [-3.302, -3.694, 1.643], [-3.181, -4.964, 2.198], [-1.947, -5.613, 2.258], [-0.791, -5.010, 1.773], [-0.920, -3.739, 1.252], [4.439, -0.960, -3.162], [5.315, -2.718, -1.585], [3.736, -3.686, 0.093], [2.160, -0.115, -2.805], [-4.695, 0.498, -0.823], [-4.479, 2.113, -2.715], [-2.254, 2.315, -3.876], [-0.330, 1.094, -2.921], [-4.258, -3.189, 1.577], [-4.061, -5.462, 2.584], [-1.892, -6.608, 2.683], [0.169, -5.510, 1.800], [-0.889, 1.131, 1.509], [-1.041, 2.741, 0.828], [-0.680, 3.039, -0.377], [-0.913, 4.395, -0.638], [-0.637, 5.037, -1.846], [-0.922, 6.383, -1.966], [-1.479, 7.099, -0.897], [-1.758, 6.475, 0.304], [-1.467, 5.115, 0.418], [-1.697, 4.051, 1.765], [-0.200, 4.483, -2.671], [-0.711, 6.894, -2.897], [-1.694, 8.154, -1.014], [-2.187, 7.027, 1.130], [4.561, 2.642, -2.322], [5.026, 2.037, -1.157], [4.139, 1.526, -0.225], [2.770, 1.625, -0.446], [2.300, 2.264, -1.583], [3.196, 2.757, -2.529], [1.850, 1.008, 0.472], [2.161, 1.089, 1.878], [2.123, -0.055, 2.653], [2.338, 0.025, 4.024], [2.609, 1.250, 4.612], [2.662, 2.397, 3.823], [2.441, 2.319, 2.456], [5.261, 3.039, -3.047], [6.092, 1.955, -0.976], [4.506, 1.032, 0.667], [1.234, 2.425, -1.692], [2.821, 3.257, -3.415], [1.938, -1.017, 2.186], [2.301, -0.873, 4.627], [2.784, 1.315, 5.679], [2.868, 3.358, 4.277], [2.460, 3.212, 1.840]],
  "atomic_forces_ev_per_a": [[-0.001, 0.333, 0.100], [0.104, -0.041, -0.057], [0.129, -0.025, -0.037], [0.076, -0.266, 0.067], [-0.399, -0.101, 0.163], [0.164, 0.159, -0.264], [-0.430, -0.104, 0.237], [0.419, 0.395, -0.405], [-0.317, 0.054, 0.197], [0.274, -0.003, -0.038], [0.151, -0.332, 0.283], [0.098, 0.447, -0.405], [0.150, -0.346, 0.172], [-0.229, -0.054, -0.018], [0.033, 0.090, -0.094], [-0.267, 0.053, -0.048], [0.062, -0.381, 0.342], [-0.066, 0.187, -0.134], [-0.113, 0.377, -0.175], [-0.123, -0.081, 0.079], [0.047, -0.026, 0.012], [-0.022, 0.024, -0.007], [-0.037, -0.105, 0.088], [0.394, 0.090, -0.145], [-0.017, -0.008, 0.055], [-0.061, 0.016, 0.005], [0.000, 0.043, -0.052], [-0.035, 0.058, 0.019], [0.035, 0.030, -0.038], [0.034, -0.038, -0.009], [-0.022, 0.004, 0.041], [0.055, 0.042, 0.048], [0.070, -0.031, -0.007], [0.030, 0.003, -0.015], [-0.009, 0.045, -0.010], [-0.054, 0.032, -0.001], [-0.154, 0.366, -0.444], [-0.044, -0.173, 0.108], [0.064, 0.324, -0.125], [0.182, -0.466, -0.198], [0.052, 0.028, -0.138], [0.005, -0.030, 0.032], [0.003, -0.069, 0.011], [0.031, -0.061, -0.041], [-0.110, 0.141, 0.130], [-0.080, -0.005, 0.283], [-0.047, 0.033, 0.086], [-0.011, -0.005, 0.033], [0.011, -0.041, 0.010], [0.014, -0.033, -0.023], [-0.010, -0.025, 0.041], [-0.003, -0.018, 0.019], [0.290, -0.090, -0.007], [-0.334, -0.384, 0.476], [-0.075, 0.181, -0.223], [-0.063, -0.026, 0.073], [0.334, -0.367, 0.582], [-0.044, 0.233, -0.761], [0.011, -0.291, 0.170], [-0.015, -0.001, -0.054], [0.013, 0.060, -0.029], [-0.010, -0.011, -0.057], [0.009, 0.214, 0.158], [-0.032, -0.016, 0.031], [-0.051, 0.012, -0.015], [-0.032, 0.033, -0.032], [-0.031, 0.014, -0.006], [0.000, -0.008, 0.028], [0.008, 0.011, -0.002], [0.007, 0.016, -0.019], [-0.017, 0.009, -0.059], [-0.004, -0.040, -0.019], [0.011, -0.056, 0.032]],
  "charge": 1,
  "s2": 0.7752,
  "spin_multiplicity": 2,
  "mol_weight_g_mol": 819.005,
  "energy_ev": -73018.6391,
  "homo_lumo_gap_ev": [6.192, 6.526],
  "e_above_lowest_kj_mol": 225.4
}